Entry 1:
This record from the OMol25 dataset describes a molecular structure, C10H20O20S5. The level of theory is ωB97M-V/def2-TZVPD.

Positions of all 55 atoms, in Å:
C: 3.961 -3.190 2.083
C: 3.527 -1.703 1.938
O: 3.246 -1.527 0.433
S: 3.720 -2.872 -0.353
O: 5.089 -2.662 -0.733
O: 2.762 -3.245 -1.384
O: 3.623 -3.789 0.857
H: 3.341 -3.612 2.892
H: 5.029 -3.332 2.421
H: 4.358 -1.037 2.156
H: 2.662 -1.328 2.484
C: 0.907 -2.665 -4.724
C: 2.148 -1.756 -4.649
O: 1.586 -0.317 -4.534
S: 0.014 -0.479 -4.209
O: -0.726 0.525 -4.882
O: -0.136 -0.869 -2.816
O: -0.192 -1.794 -5.097
H: 0.648 -3.293 -3.900
H: 0.936 -3.229 -5.629
H: 2.835 -1.802 -5.505
H: 2.721 -1.948 -3.680
C: -2.167 -1.258 4.245
C: -1.020 -0.247 4.180
O: -0.023 -0.902 3.332
S: -0.228 -2.527 3.177
O: 0.904 -3.144 3.821
O: -0.623 -2.814 1.797
O: -1.500 -2.583 4.219
H: -2.730 -1.133 3.313
H: -2.730 -1.132 5.138
H: -0.612 0.015 5.103
H: -1.307 0.648 3.641
C: -3.061 4.312 -1.550
C: -3.429 5.353 -0.522
O: -4.866 4.904 -0.210
S: -5.041 3.334 -0.470
O: -6.025 3.257 -1.571
O: -5.277 2.574 0.742
O: -3.614 3.046 -1.045
H: -1.997 4.065 -1.735
H: -3.487 4.550 -2.511
H: -3.396 6.392 -0.904
H: -2.904 5.380 0.476
C: 1.255 0.804 -0.006
C: -0.112 0.193 0.091
O: -0.849 1.141 0.940
S: -0.179 2.601 0.904
O: 0.410 2.892 2.177
O: -1.141 3.511 0.336
O: 0.964 2.217 -0.102
H: 1.784 0.448 -0.888
H: 1.827 0.587 0.933
H: -0.163 -0.744 0.620
H: -0.722 0.186 -0.838

Forces on atoms 1 to 3 (eV/Å):
C -0.2 0.9 2.1
C 0.8 0.5 -2.1
O 0.0 -1.0 1.3

- Frontier orbital gap: 10.763 eV
- Energy above the lowest of the compared OMol25 structures with the same formula, charge and spin: 33.73 kcal/mol
- E_LUMO: 0.25 eV
- Net charge: 0

Entry 2:
This record from the OMol25 dataset describes a molecular structure, C54H40Cl5GaNOP2. The level of theory is ωB97M-V/def2-TZVPD.

Positions of all 104 atoms, in Å:
Ga: 0.184 -1.043 0.246
Cl: -2.111 3.334 6.329
C: -1.993 2.543 4.789
C: -0.975 1.623 4.537
Cl: 0.185 1.264 5.777
C: -0.880 0.996 3.306
Cl: 0.366 -0.174 2.998
C: -1.791 1.234 2.233
O: -1.709 0.639 1.127
C: -2.826 2.174 2.543
Cl: -3.969 2.482 1.279
C: -2.915 2.807 3.771
Cl: -4.197 3.936 4.063
C: -5.630 -1.817 4.115
C: -4.327 -1.458 4.431
C: -3.333 -1.544 3.465
C: -3.625 -2.002 2.178
C: -4.937 -2.357 1.871
C: -5.932 -2.267 2.835
P: -2.209 -2.069 1.020
C: -3.016 -1.953 -0.635
C: -2.695 -2.823 -1.676
C: -3.227 -2.636 -2.948
C: -4.094 -1.581 -3.195
C: -4.406 -0.698 -2.169
C: -3.858 -0.872 -0.906
C: -1.649 -3.813 1.099
C: -2.530 -4.862 1.104
C: -2.071 -6.195 1.163
C: -0.731 -6.445 1.238
C: 0.213 -5.388 1.256
C: 1.599 -5.659 1.404
C: 2.483 -4.628 1.482
C: 2.036 -3.286 1.364
C: 0.717 -2.939 1.176
C: -0.227 -4.035 1.159
H: -6.413 -1.736 4.860
H: -4.086 -1.089 5.421
H: -2.319 -1.239 3.704
H: -5.187 -2.697 0.873
H: -6.949 -2.544 2.583
H: -2.024 -3.654 -1.495
H: -2.962 -3.321 -3.745
H: -4.511 -1.438 -4.185
H: -5.057 0.149 -2.357
H: -4.072 -0.147 -0.128
H: -3.598 -4.672 1.076
H: -2.783 -7.012 1.164
H: -0.368 -7.465 1.305
H: 1.931 -6.690 1.474
H: 3.541 -4.831 1.620
H: 2.789 -2.509 1.416
C: 7.614 0.627 -0.320
C: 7.029 -0.632 -0.386
C: 5.647 -0.757 -0.343
C: 4.824 0.367 -0.251
C: 5.423 1.623 -0.184
C: 6.808 1.753 -0.219
P: 2.990 0.039 -0.270
C: 2.339 1.610 0.440
C: 2.832 1.877 1.724
C: 2.368 2.927 2.493
C: 1.348 3.728 1.988
C: 0.818 3.468 0.741
C: 1.302 2.418 -0.048
C: 2.789 0.068 -2.103
C: 2.326 -1.097 -2.709
C: 2.178 -1.168 -4.090
C: 2.483 -0.066 -4.875
C: 2.954 1.101 -4.279
C: 3.112 1.161 -2.903
H: 8.692 0.730 -0.342
H: 7.650 -1.516 -0.459
H: 5.192 -1.743 -0.383
H: 4.804 2.510 -0.100
H: 7.256 2.738 -0.166
H: 3.605 1.230 2.130
H: 2.772 3.101 3.483
H: 0.931 4.528 2.589
H: -0.023 4.041 0.369
H: 0.448 1.186 -1.420
H: 2.061 -1.947 -2.088
H: 1.812 -2.080 -4.548
H: 2.347 -0.109 -5.949
H: 3.189 1.967 -4.887
H: 3.487 2.069 -2.444
C: 2.017 4.717 -1.897
C: 0.645 4.331 -2.391
C: -0.047 5.218 -3.214
C: -1.262 4.882 -3.785
C: -1.796 3.623 -3.536
C: -1.157 2.719 -2.700
C: -1.745 1.361 -2.433
C: 0.060 3.090 -2.099
N: 0.706 2.153 -1.284
H: 2.476 5.416 -2.598
H: 2.668 3.847 -1.803
H: 1.991 5.192 -0.913
H: 0.405 6.180 -3.432
H: -1.781 5.585 -4.428
H: -2.740 3.334 -3.988
H: -2.731 1.281 -2.889
H: -1.840 1.170 -1.360
H: -1.124 0.559 -2.853

Forces on atoms 1 to 3 (eV/Å):
Ga -0.2 -0.4 0.3
Cl 0.0 0.0 -0.1
C 0.0 0.0 0.0

- Frontier orbital gap: 6.564 eV
- Energy above the lowest of the compared OMol25 structures with the same formula, charge and spin: 0.00 kcal/mol
- E_LUMO: 2.43 eV
- Net charge: -1

Entry 3:
This record from the OMol25 dataset describes a molecular structure, C29H30B2Cl3F6O3. The level of theory is ωB97M-V/def2-TZVPD.

Positions of all 73 atoms, in Å:
Cl: 4.895 0.986 -3.811
B: 3.738 2.402 -3.975
Cl: 4.080 3.794 -2.737
Cl: 3.695 3.169 -5.666
O: 2.369 1.869 -3.725
C: 1.372 2.456 -3.165
C: 0.123 2.521 -3.924
C: -0.726 3.630 -3.945
C: -2.056 3.443 -4.319
C: -2.549 2.150 -4.606
C: -1.650 1.079 -4.666
C: -0.307 1.288 -4.433
H: 1.587 3.253 -2.418
H: -0.344 4.601 -3.610
H: -2.725 4.298 -4.394
H: -3.612 2.005 -4.842
H: -2.011 0.072 -4.890
H: 0.415 0.474 -4.448
C: 1.835 0.043 4.150
C: 0.466 -0.201 3.566
C: -0.297 -1.182 4.467
C: -0.378 1.099 3.185
C: -1.321 1.633 4.248
C: 0.507 2.237 2.693
O: -1.196 0.653 2.075
B: -0.636 -0.573 1.771
C: -1.454 -1.701 1.140
C: -0.860 -2.963 1.012
C: -1.678 -4.061 0.825
C: -1.073 -5.440 0.827
F: -1.608 -6.212 1.829
F: -1.304 -6.093 -0.358
F: 0.282 -5.418 1.018
C: -3.055 -3.912 0.685
C: -3.602 -2.635 0.685
C: -5.089 -2.428 0.570
F: -5.393 -1.419 -0.311
F: -5.739 -3.553 0.150
F: -5.633 -2.069 1.783
C: -2.809 -1.512 0.859
C: 0.726 0.765 -1.731
C: -0.286 -0.327 -1.808
C: 1.922 0.489 -1.026
C: 2.802 1.554 -0.703
C: 4.144 1.325 -0.432
C: 4.609 0.009 -0.297
C: 3.702 -1.060 -0.308
C: 2.376 -0.831 -0.653
O: 0.633 -0.839 2.282
H: 1.727 0.543 5.118
H: 2.341 -0.917 4.298
H: 2.458 0.660 3.498
H: -0.306 -0.818 5.500
H: -1.330 -1.348 4.134
H: 0.200 -2.160 4.425
H: -0.761 1.923 5.145
H: -1.830 2.520 3.854
H: -2.088 0.899 4.518
H: 1.098 2.651 3.518
H: 1.180 1.904 1.896
H: -0.135 3.029 2.293
H: 0.212 -3.084 1.120
H: -3.693 -4.782 0.559
H: -3.239 -0.516 0.838
H: 0.260 1.753 -1.644
H: -1.294 -0.057 -1.440
H: -0.436 -0.631 -2.851
H: 0.033 -1.234 -1.259
H: 2.455 2.593 -0.755
H: 4.834 2.162 -0.393
H: 5.670 -0.174 -0.159
H: 4.040 -2.078 -0.104
H: 1.717 -1.709 -0.726

Forces on atoms 1 to 3 (eV/Å):
Cl 0.1 0.2 -0.2
B -0.8 0.1 0.5
Cl 0.3 0.0 -0.2

- Frontier orbital gap: 5.335 eV
- E_LUMO: 1.87 eV
- Net charge: -1

Entry 4:
This record from the OMol25 dataset describes a molecular structure, C18H31Cl2N2NdO4. The level of theory is ωB97M-V/def2-TZVPD.

Positions of all 58 atoms, in Å:
O: -0.593 0.924 -0.607
C: -1.591 1.182 -1.404
C: -1.183 1.924 -2.661
C: 0.030 2.651 -2.615
H: 0.429 2.902 -1.622
C: 0.743 2.884 -3.814
H: 1.720 3.371 -3.775
C: 0.186 2.501 -5.057
H: 0.769 2.633 -5.996
C: -1.081 1.887 -5.090
H: -1.506 1.621 -6.055
C: -1.803 1.640 -3.921
H: -2.803 1.191 -3.862
H: -2.573 0.572 -1.449
C: -2.836 3.162 -0.262
C: -2.805 1.692 -0.245
H: -3.587 3.607 0.393
H: -3.065 3.464 -1.297
H: -1.874 3.631 0.011
C: -3.061 0.703 0.633
C: -3.911 0.969 1.828
H: -2.740 -0.386 0.525
H: -4.777 1.614 1.591
H: -3.327 1.488 2.601
H: -4.316 0.060 2.286
Nd: 0.738 -0.454 0.578
Cl: 1.943 1.916 1.214
Cl: 0.463 -2.046 -1.521
H: 4.592 1.068 -2.208
H: 6.120 1.539 -0.267
C: 3.813 0.743 -1.515
C: 5.388 1.091 0.412
N: 4.465 0.204 -0.321
H: 3.180 -0.008 -2.006
C: 3.982 -0.871 0.324
O: 2.838 -1.363 0.171
H: 5.890 0.439 1.138
H: 4.667 -1.343 1.044
H: 3.215 1.627 -1.265
H: 4.837 1.871 0.970
H: -1.789 -5.356 3.417
H: -0.462 -6.458 1.150
C: -2.030 -4.529 2.736
C: -1.026 -5.612 0.728
N: -1.069 -4.466 1.623
H: -1.956 -3.580 3.257
C: -0.190 -3.471 1.569
O: -0.436 -2.324 2.051
H: -0.574 -5.333 -0.227
H: 0.768 -3.622 1.044
H: -3.048 -4.679 2.364
H: -2.040 -5.983 0.541
C: 0.755 0.777 4.007
O: 0.008 0.214 2.885
H: 1.331 1.644 3.651
H: 1.459 0.057 4.445
H: 0.016 1.100 4.752
H: -0.296 -0.679 3.125

Forces on atoms 1 to 3 (eV/Å):
O 3.2 -2.3 1.8
C -5.5 0.8 1.0
C -0.2 -0.1 -0.5

- Frontier orbital gap (alpha / beta): 6.132 / 6.149 eV
- E_LUMO (alpha / beta): -0.04 / -0.04 eV
- Spin multiplicity: 4
- Net charge: 0

Entry 5:
This record from the OMol25 dataset describes 2 unconnected molecules or ions with the total composition C4H10NOP. The level of theory is ωB97M-V/def2-TZVPD.

Positions of all 17 atoms, in Å:
C: 0.738 -0.682 -0.227
C: -0.303 -1.450 0.049
C: 1.655 -0.848 -1.402
C: -1.342 1.604 0.350
N: 1.084 0.407 0.612
O: -1.008 -0.008 3.412
P: 0.177 1.542 1.386
H: -0.877 -1.298 0.947
H: -1.324 0.622 4.056
H: -0.576 -2.263 -0.599
H: 1.429 -0.094 -2.162
H: 1.536 -1.834 -1.844
H: 2.698 -0.717 -1.103
H: -1.794 0.626 0.219
H: -2.053 2.262 0.845
H: -1.089 2.026 -0.624
H: 2.062 0.383 0.883

Forces on atoms 1 to 3 (eV/Å):
C -0.1 -0.3 -0.3
C 0.1 0.0 0.1
C -0.1 0.1 -0.1

- Frontier orbital gap (alpha / beta): 8.032 / 6.993 eV
- Energy above the lowest of the compared OMol25 structures with the same formula, charge and spin: 75.30 kcal/mol
- E_LUMO (alpha / beta): -0.61 / -0.71 eV
- Net charge: 0

Entry 6:
This record from the OMol25 dataset describes 2 unconnected molecules or ions with the total composition C4H6BrFO. The level of theory is ωB97M-V/def2-TZVPD.

Positions of all 13 atoms, in Å:
C: 0.375 -0.480 0.155
C: 1.279 -0.814 1.297
C: -1.453 0.962 -0.474
C: -0.910 0.233 0.448
O: 0.684 -0.692 -1.021
F: 0.601 0.751 -3.071
Br: -1.620 0.321 2.258
H: 0.897 -1.842 1.850
H: 1.225 -0.024 2.018
H: 2.237 -0.938 0.770
H: -1.259 0.885 -1.608
H: -2.387 1.368 -0.243
H: 0.332 0.269 -2.380

Forces on atoms 1 to 3 (eV/Å):
C -0.1 -0.3 -0.8
C -0.7 -2.8 -0.2
C -1.1 -0.5 -3.4

- Frontier orbital gap: 9.955 eV
- Energy above the lowest of the compared OMol25 structures with the same formula, charge and spin: 20.38 kcal/mol
- E_LUMO: -0.47 eV
- Net charge: 0

Entry 7:
This record from the OMol25 dataset describes 2 unconnected molecules or ions with the total composition C8H11N3O2S. The level of theory is ωB97M-V/def2-TZVPD.

Positions of all 25 atoms, in Å:
C: -2.065 0.133 0.481
C: -2.635 -0.191 -2.944
C: 1.978 0.840 2.341
C: 1.392 0.399 1.188
C: -1.736 -0.659 -2.097
C: 3.367 1.225 2.363
C: -0.007 0.177 1.040
C: -0.634 0.180 -1.414
N: -2.173 0.202 1.771
N: -0.873 0.149 -0.065
N: -0.819 0.144 2.110
O: 4.156 1.130 1.440
O: 3.764 1.670 3.569
S: 1.241 -2.117 0.605
H: -2.885 -0.178 -0.168
H: -3.262 -0.793 -3.612
H: -2.696 0.877 -3.332
H: 1.349 0.878 3.314
H: 2.186 0.184 0.487
H: -1.503 -1.759 -2.085
H: -0.620 1.252 -1.787
H: 0.325 -0.259 -1.695
H: -0.398 0.268 2.975
H: 2.998 1.618 4.136
H: 1.741 -2.107 1.852

Forces on atoms 1 to 3 (eV/Å):
C -4.0 -0.9 0.0
C -0.2 1.5 -2.0
C -3.2 -0.4 0.9

- Frontier orbital gap (alpha / beta): 6.731 / 6.726 eV
- Energy above the lowest of the compared OMol25 structures with the same formula, charge and spin: 122.20 kcal/mol
- E_LUMO (alpha / beta): -0.87 / -0.87 eV
- Net charge: 0

Entry 8:
This record from the OMol25 dataset describes C7H14N2 in the gas phase. The level of theory is ωB97M-V/def2-TZVPD.

Positions of all 23 atoms, in Å:
C: -3.341 -1.101 -0.363
C: -2.599 -0.142 0.580
C: -1.178 -0.250 0.440
C: -0.233 0.684 0.132
C: -0.582 2.121 -0.399
C: 1.648 -0.543 -0.409
C: 3.974 -0.141 0.455
H: -2.950 -1.016 -1.473
H: -3.215 -2.282 -0.085
H: -4.388 -0.909 -0.535
H: -3.128 0.915 0.535
H: -2.835 -0.569 1.520
H: -0.798 -1.175 0.912
H: -1.581 2.518 0.064
H: 0.328 2.775 0.013
H: -0.534 2.095 -1.514
H: 1.046 -1.193 -1.015
H: 3.237 -1.846 -0.490
H: 4.461 0.979 -0.061
H: 3.451 0.092 1.522
H: 4.956 -0.754 0.528
N: 1.178 0.497 0.105
N: 3.085 -0.754 -0.459

Forces on atoms 1 to 3 (eV/Å):
C 1.2 -2.5 -2.7
C -3.5 1.4 -0.9
C 3.9 0.6 0.7

- Frontier orbital gap: 9.146 eV
- Energy above the lowest of the compared OMol25 structures with the same formula, charge and spin: 75.51 kcal/mol
- E_LUMO: 0.93 eV
- Net charge: 0

Entry 9:
This record from the OMol25 dataset describes a molecular structure, C10H9F5I2LuO4SY. The level of theory is ωB97M-V/def2-TZVPD.

Positions of all 33 atoms, in Å:
I: 4.281 -1.437 -0.930
I: 4.238 1.350 -0.914
Lu: 0.987 1.725 0.213
Y: 0.838 -1.679 0.355
S: 1.152 0.108 -1.929
C: -1.094 -2.904 -1.346
C: -0.669 -2.997 1.725
C: 0.003 0.009 -3.461
C: 0.528 1.300 -4.126
C: -1.492 0.000 -3.246
C: 0.537 -1.286 -4.099
C: -0.658 2.934 1.678
C: -1.043 2.857 -1.272
O: -0.990 -3.719 2.569
O: -1.692 -3.602 -2.035
O: -0.957 3.665 2.516
O: -1.647 3.534 -1.973
H: 0.164 1.330 -5.149
H: 1.638 1.280 -4.081
H: 0.196 2.177 -3.531
H: -1.938 0.000 -4.257
H: -1.838 0.897 -2.697
H: -1.836 -0.898 -2.697
H: 0.172 -1.327 -5.133
H: 0.204 -2.168 -3.517
H: 1.640 -1.269 -4.066
F: 2.837 -1.099 1.941
C: 2.137 0.071 1.574
F: 0.788 -0.290 2.450
C: 2.827 1.210 2.213
F: 2.502 1.451 3.501
F: 4.224 1.082 2.155
F: 2.499 2.499 1.553

Forces on atoms 1 to 3 (eV/Å):
I -0.1 0.8 0.0
I 0.1 -1.0 -0.3
Lu -0.4 0.7 -3.3

- Frontier orbital gap: 6.180 eV
- Energy above the lowest of the compared OMol25 structures with the same formula, charge and spin: 0.00 kcal/mol
- E_LUMO: -15.86 eV
- Net charge: +4

Entry 10:
This record from the OMol25 dataset describes 2 unconnected molecules or ions with the total composition C3H2ClO2. The level of theory is ωB97M-V/def2-TZVPD.

Positions of all 8 atoms, in Å:
C: -0.014 0.335 -0.025
C: 1.260 0.706 -0.010
C: 3.660 -0.817 -0.041
O: 4.220 -0.224 0.773
O: 3.294 -1.548 -0.858
Cl: 1.409 2.538 -0.223
H: -0.910 0.959 -0.131
H: -0.217 -0.728 0.090

Forces on atoms 1 to 3 (eV/Å):
C -0.7 -0.2 0.0
C 0.7 -0.3 0.0
C -0.3 0.0 -0.1

- Frontier orbital gap: 6.820 eV
- Energy above the lowest of the compared OMol25 structures with the same formula, charge and spin: 0.00 kcal/mol
- E_LUMO: 3.76 eV
- Net charge: -1

Entry 11:
This record from the OMol25 dataset describes C6H11N3 in the gas phase. The level of theory is ωB97M-V/def2-TZVPD.

Positions of all 20 atoms, in Å:
C: -2.475 -0.250 -0.587
C: 0.731 -0.883 1.024
C: 1.685 -0.873 -0.254
C: 1.587 0.489 -0.944
C: 0.741 1.517 0.001
C: 0.070 0.518 1.052
H: -2.701 0.540 1.167
H: -2.971 -0.457 -1.523
H: -1.365 -1.895 -0.816
H: 0.857 -1.456 2.030
H: 2.643 -1.397 0.356
H: 1.652 -1.715 -1.064
H: 2.692 0.815 -0.985
H: 0.968 0.566 -1.743
H: -0.017 2.126 -0.577
H: 1.235 2.307 0.548
H: -0.388 0.978 2.093
N: -3.139 0.505 0.177
N: -1.195 -0.795 -0.559
N: -0.608 -0.639 0.603

Forces on atoms 1 to 3 (eV/Å):
C -1.1 0.5 -1.1
C -0.3 0.5 -1.5
C 1.6 -3.9 2.3

- Frontier orbital gap: 8.632 eV
- Energy above the lowest of the compared OMol25 structures with the same formula, charge and spin: 127.95 kcal/mol
- E_LUMO: 0.82 eV
- Net charge: 0

E_tot (eV)
-105814.5080 -193754.0400 -91934.9775 -70662.2057 -17133.7031 -79051.4218 -27870.8227 -10463.0926 -93945.9510 -19760.6580 -10865.2703